This record from the OMol25 dataset describes an isolated molecule of C2H2N4O at a distorted geometry. The level of theory is the ωB97M-V functional and the def2-TZVPD basis.

calculated total energy	-371.53874	a.u.
spin multiplicity	1
energy relative to the best compared isomer or geometry (same formula, charge and spin)	214.30	kJ/mol
frontier orbital gap	9.0	eV
total charge	0
LUMO energy	-0.0555	Eh
E_HOMO	-10.52	eV

Atoms and positions in Å:
1 C 0.3309 0.9128 -0.1840
2 C -0.3158 -1.2302 0.6173
3 H 1.6770 1.9464 0.8036
4 H -0.2359 -2.1442 1.1842
5 N 1.0578 1.9256 -0.1191
6 N 0.1469 -0.0693 0.8108
7 N -1.0194 -1.4518 -0.5047
8 N -1.1138 -0.5612 -1.4221
9 O -0.5277 0.6719 -1.1861

Cartesian forces (eV/Å) of the 6 atoms listed first:
-0.897 -1.391 2.260
0.327 1.833 -0.470
-2.061 -0.305 -2.476
0.132 0.426 1.097
1.730 0.054 1.644
2.617 -0.106 2.650

---

This record from the OMol25 dataset describes an isolated molecule of C2H2N4O at a distorted geometry. The level of theory is the ωB97M-V functional and the def2-TZVPD basis.

calculated total energy	-371.54442	a.u.
spin multiplicity	1
energy relative to the best compared isomer or geometry (same formula, charge and spin)	199.38	kJ/mol
frontier orbital gap (alpha / beta)	8.3 / 8.3	eV
total charge	0
LUMO energy (alpha / beta)	-0.0601 / -0.0602	Eh
E_HOMO (alpha / beta)	-9.92 / -9.92	eV

Atoms and positions in Å:
1 C -1.7377 0.8392 -0.0278
2 C 0.1656 -0.4032 -0.0442
3 N -2.3603 1.8045 0.0900
4 N 0.4885 -1.6789 0.3849
5 N -1.1492 -0.3073 -0.2261
6 N 1.1018 0.5664 -0.1599
7 O 0.6715 -2.7204 -0.1957
8 H 1.9657 0.3027 0.2023
9 H 0.8540 1.5972 -0.0236

Cartesian forces (eV/Å) of the 6 atoms listed first:
-0.654 1.105 -0.359
-3.401 1.349 -2.583
0.032 0.311 0.163
1.760 -2.411 1.750
2.730 -1.423 0.644
-1.782 1.284 0.422

---

This record from the OMol25 dataset describes an isolated molecule of C2H2N4OS at a distorted geometry. The level of theory is the ωB97M-V functional and the def2-TZVPD basis.

calculated total energy	-769.76077	a.u.
spin multiplicity	1
energy relative to the best compared isomer or geometry (same formula, charge and spin)	163.50	kJ/mol
frontier orbital gap	8.4	eV
total charge	0
LUMO energy	-0.0436	Eh
E_HOMO	-9.56	eV

Atoms and positions in Å:
1 C 0.1704 -0.3686 -0.0809
2 C -0.1303 0.9325 0.5452
3 H 1.4193 -1.9583 0.0002
4 H 1.8008 -0.6693 1.1347
5 N 1.2626 -1.0321 0.3267
6 N -0.6280 -0.9161 -0.9844
7 N -1.5773 -0.1379 -1.5251
8 N -1.9092 0.9927 -1.1870
9 O -1.1007 1.5748 -0.0494
10 S 0.6924 1.5823 1.8199

Cartesian forces (eV/Å) of the 6 atoms listed first:
0.095 -0.973 -0.079
0.635 0.657 0.327
0.052 -0.509 -0.286
-0.719 -0.256 -0.904
-0.259 1.152 0.886
1.377 0.104 0.509

---

This record from the OMol25 dataset describes an isolated molecule of C2H2N4OS at a distorted geometry. The level of theory is the ωB97M-V functional and the def2-TZVPD basis.

calculated total energy	-769.72315	a.u.
spin multiplicity	1
energy relative to the best compared isomer or geometry (same formula, charge and spin)	262.27	kJ/mol
frontier orbital gap	7.9	eV
total charge	0
LUMO energy	-0.0648	Eh
E_HOMO	-9.63	eV

Atoms and positions in Å:
1 C 0.9449 -0.4456 -0.6414
2 C -1.2889 0.4243 0.6020
3 H 1.9653 0.1790 -1.9633
4 H -0.2291 -0.2052 2.2002
5 N 2.0971 -0.4138 -1.1562
6 N -0.1767 0.0868 -1.3816
7 N -1.2111 0.4185 -0.8181
8 N -0.4478 -0.4077 1.2276
9 O 0.5924 -1.0708 0.4921
10 S -2.2462 1.4345 1.4386

Cartesian forces (eV/Å) of the 6 atoms listed first:
-0.141 0.895 -0.647
0.636 0.092 0.690
0.272 -0.191 -0.834
0.383 -0.390 -0.279
-0.752 -0.058 1.452
0.536 -0.001 -0.392

---

This record from the OMol25 dataset describes the ion C2H2N5 with charge +1 at a distorted geometry. The level of theory is the ωB97M-V functional and the def2-TZVPD basis.

calculated total energy	-350.82782	a.u.
spin multiplicity	1
energy relative to the best compared isomer or geometry (same formula, charge and spin)	48.46	kJ/mol
frontier orbital gap (alpha / beta)	9.3 / 9.3	eV
total charge	+1
LUMO energy (alpha / beta)	-0.2449 / -0.2449	Eh
E_HOMO (alpha / beta)	-16.00 / -16.00	eV

Atoms and positions in Å:
1 C 1.3133 -0.9264 -0.0015
2 C -0.5597 0.0385 -0.0416
3 N -3.0924 0.0983 0.0058
4 N 0.0142 -1.1906 0.0381
5 N 1.5354 0.4236 -0.0264
6 N -1.9962 0.0883 -0.0367
7 N 0.3851 0.9964 -0.0103
8 H 2.1892 -1.5244 -0.0430
9 H 0.2111 1.9963 0.1155

Cartesian forces (eV/Å) of the 6 atoms listed first:
-0.607 3.031 -0.086
-0.321 -3.148 0.690
0.487 -0.064 -0.153
-1.312 0.672 -0.727
1.458 -0.481 0.314
1.558 0.542 0.311

---

This record from the OMol25 dataset describes an isolated molecule of C2H2N6 at a distorted geometry. The level of theory is the ωB97M-V functional and the def2-TZVPD basis.

calculated total energy	-405.72704	a.u.
spin multiplicity	1
energy relative to the best compared isomer or geometry (same formula, charge and spin)	338.70	kJ/mol
frontier orbital gap	8.0	eV
total charge	0
LUMO energy	-0.0530	Eh
E_HOMO	-9.48	eV

Atoms and positions in Å:
1 C 1.1932 -0.2992 -0.1859
2 C -1.6052 0.5000 0.2608
3 H 2.7976 0.4437 0.6270
4 H -2.3547 1.1438 0.8582
5 N 2.2954 -0.3487 0.4993
6 N 0.5591 0.9688 -0.6689
7 N -0.6494 1.2390 -0.5347
8 N -1.6398 -0.8663 0.3850
9 N -0.8679 -1.4527 -0.4279
10 N 0.2717 -1.3285 -0.8130

Cartesian forces (eV/Å) of the 6 atoms listed first:
0.254 2.215 2.288
0.722 -1.753 1.378
1.278 3.484 0.439
1.177 -1.309 -1.514
-5.183 -4.700 -3.092
0.531 -0.753 -0.489

---

This record from the OMol25 dataset describes an isolated molecule of C2H2N6 at a distorted geometry. The level of theory is the ωB97M-V functional and the def2-TZVPD basis.

calculated total energy	-405.69531	a.u.
spin multiplicity	1
energy relative to the best compared isomer or geometry (same formula, charge and spin)	421.99	kJ/mol
frontier orbital gap	8.6	eV
total charge	0
LUMO energy	-0.0683	Eh
E_HOMO	-10.46	eV

Atoms and positions in Å:
1 C -0.8983 0.0017 0.5134
2 C 1.3752 -0.5125 -0.5916
3 H -1.9611 0.0667 2.0888
4 H 2.2210 -1.0700 -1.0834
5 N -1.8653 -0.5464 1.3780
6 N -1.0488 -0.6737 -0.8383
7 N 0.1513 -0.9904 -1.3463
8 N 1.7007 0.7366 -0.0980
9 N 0.7494 1.6473 -0.1747
10 N -0.4241 1.3406 0.1520

Cartesian forces (eV/Å) of the 6 atoms listed first:
-5.571 -2.577 0.607
0.128 1.875 -1.941
-0.272 2.529 3.644
-0.555 0.332 1.582
5.641 0.950 -6.769
5.898 -0.682 -0.355

---

This record from the OMol25 dataset describes an isolated molecule of C2H2N6 at a distorted geometry. The level of theory is the ωB97M-V functional and the def2-TZVPD basis.

calculated total energy	-405.75550	a.u.
spin multiplicity	1
energy relative to the best compared isomer or geometry (same formula, charge and spin)	263.98	kJ/mol
frontier orbital gap	8.1	eV
total charge	0
LUMO energy	-0.0556	Eh
E_HOMO	-9.60	eV

Atoms and positions in Å:
1 C -1.0295 0.0706 -0.0423
2 C 0.6920 1.3928 -0.2521
3 H -2.5462 -0.8650 0.8878
4 H 1.3091 2.4395 -0.3825
5 N -2.1981 0.0275 0.5904
6 N -0.5156 1.2897 -0.5560
7 N 1.3685 0.5656 0.5457
8 N 1.4534 -0.6608 0.5993
9 N 0.7884 -1.4652 -0.4350
10 N -0.4306 -1.2361 -0.5642

Cartesian forces (eV/Å) of the 6 atoms listed first:
-4.928 -2.464 1.500
1.890 4.270 -1.412
0.384 -0.812 -0.199
-1.677 -2.754 -0.203
4.172 1.823 -2.018
-1.460 -0.782 0.143

---

This record from the OMol25 dataset describes an isolated molecule of C2H2N6 at a distorted geometry. The level of theory is the ωB97M-V functional and the def2-TZVPD basis.

calculated total energy	-405.71763	a.u.
spin multiplicity	1
energy relative to the best compared isomer or geometry (same formula, charge and spin)	363.41	kJ/mol
frontier orbital gap	8.6	eV
total charge	0
LUMO energy	-0.0453	Eh
E_HOMO	-9.81	eV

Atoms and positions in Å:
1 C -1.0402 -0.1437 -0.0283
2 C 1.1207 -1.0231 -0.3390
3 H -2.1394 0.5477 0.9647
4 H 1.7540 -1.7254 -1.0869
5 N -1.7995 -0.3801 1.0256
6 N -0.1573 -0.9895 -0.7161
7 N 1.7107 0.0165 0.7747
8 N 1.0690 1.0320 0.7163
9 N 0.3328 1.5191 -0.5065
10 N -0.8508 1.1465 -0.8045

Cartesian forces (eV/Å) of the 6 atoms listed first:
-0.393 -1.345 1.107
-1.798 -0.416 -2.614
-1.991 1.525 1.477
-0.801 1.892 2.408
3.070 0.561 -4.186
3.418 -0.665 2.697

---

This record from the OMol25 dataset describes a cluster of 2 separate species, C2H2NO3S in total at a distorted geometry. The level of theory is the ωB97M-V functional and the def2-TZVPD basis.

calculated total energy	-756.00997	a.u.
spin multiplicity	1
energy relative to the best compared isomer or geometry (same formula, charge and spin)	341.21	kJ/mol
frontier orbital gap	7.8	eV
total charge	-1
LUMO energy	0.1437	Eh
E_HOMO	-3.88	eV

Atoms and positions in Å:
1 C -1.6253 -0.6218 0.3072
2 C -0.6646 0.3682 -0.0396
3 N 1.5289 -0.4176 -1.0215
4 O -2.2241 -1.4012 0.9697
5 O 2.4814 0.9939 0.7547
6 O -1.7449 -0.0401 -0.9269
7 S 2.6461 -0.3272 -0.0201
8 H -0.7179 1.4782 0.3136
9 H 0.3204 -0.0324 -0.3372

Cartesian forces (eV/Å) of the 6 atoms listed first:
-0.387 1.706 -0.662
-0.051 2.178 2.425
3.720 -2.054 -0.483
-0.222 -0.532 0.024
1.380 -1.770 -0.095
-1.274 -1.297 -0.318

---

This record from the OMol25 dataset describes a cluster of 2 separate species, C2H2NO3S in total at a distorted geometry. The level of theory is the ωB97M-V functional and the def2-TZVPD basis.

calculated total energy	-756.00713	a.u.
spin multiplicity	1
energy relative to the best compared isomer or geometry (same formula, charge and spin)	348.67	kJ/mol
frontier orbital gap	7.2	eV
total charge	-1
LUMO energy	0.1185	Eh
E_HOMO	-3.96	eV

Atoms and positions in Å:
1 C -1.6541 0.2050 0.1509
2 C 0.5259 -0.6347 -0.2763
3 N 1.2506 0.4105 0.0656
4 O -1.5010 1.3182 -0.1901
5 O 1.4212 1.4328 -0.6522
6 O 1.6756 0.4477 1.2914
7 S -2.7186 -0.9305 0.4963
8 H 0.1847 -0.7271 -1.2608
9 H 0.8158 -1.5219 0.3753

Cartesian forces (eV/Å) of the 6 atoms listed first:
0.126 1.980 -1.137
-0.350 -2.780 1.648
1.283 3.039 2.470
0.510 -0.781 0.543
-0.368 -1.121 -0.112
-0.037 -0.215 -1.452

---

This record from the OMol25 dataset describes a cluster of 2 separate species, C2H2NOS2 in total at a distorted geometry. The level of theory is the ωB97M-V functional and the def2-TZVPD basis.

calculated total energy	-1003.69255	a.u.
spin multiplicity	3
<S²>	2.01
energy relative to the best compared isomer or geometry (same formula, charge and spin)	201.22	kJ/mol
frontier orbital gap (alpha / beta)	2.5 / 6.2	eV
total charge	-1
LUMO energy (alpha / beta)	0.1062 / 0.1027	Eh
E_HOMO (alpha / beta)	0.43 / -3.40	eV

Atoms and positions in Å:
1 C -0.7619 -0.4784 -1.4729
2 C 0.3717 0.0067 3.6989
3 N 0.2412 0.2393 -2.0177
4 O 0.3521 -0.7813 4.5657
5 S -1.5199 -1.4108 -2.5997
6 S 0.3807 0.9996 2.4246
7 H 0.7018 1.0033 -1.5298
8 H 0.2343 0.4217 -3.0691

Cartesian forces (eV/Å) of the 6 atoms listed first:
-1.082 -0.633 -0.670
-0.165 0.037 -0.763
3.115 2.305 -1.627
0.119 1.389 -1.257
-1.419 -1.268 0.225
0.032 -1.444 1.973